C34H17F15GeN2O5PbSSi | ωB97M-V with the def2-TZVPD basis set

```
! RIJCOSX wB97M-V def2-TZVPD def2/J DEFGRID3
* xyz -2 1
Pb -0.744 3.114 -1.500
O -5.496 1.806 0.379
C -4.260 1.811 -0.116
O -3.306 2.564 -0.084
C -4.201 0.648 -1.293
C -5.413 0.072 -1.854
C -5.421 -0.403 -3.173
C -4.190 -0.852 -3.615
C -2.994 -0.179 -3.087
N -3.101 0.276 -1.864
C -1.749 0.049 -3.924
O -1.666 -0.743 -4.998
O -1.147 1.103 -3.622
H -6.355 0.166 -1.308
H -6.347 -0.519 -3.707
H -4.060 -1.530 -4.421
F -2.774 -1.900 2.311
C -2.909 -2.788 1.294
C -1.810 -3.164 0.515
C -2.129 -4.203 -0.397
F -1.188 -4.683 -1.239
C -3.388 -4.789 -0.568
F -3.573 -5.714 -1.518
C -4.452 -4.279 0.180
F -5.693 -4.768 0.045
C -4.232 -3.292 1.125
F -5.279 -2.694 1.747
Ge 0.266 -2.216 0.764
S 0.604 -0.026 0.964
C 0.931 -2.512 2.674
C 0.128 -2.939 3.791
F -1.096 -3.436 3.523
C 0.426 -2.793 5.173
F -0.419 -3.149 6.171
C 1.636 -2.161 5.494
F 1.966 -2.030 6.771
C 2.383 -1.679 4.443
F 3.576 -1.083 4.563
C 2.156 -2.020 3.111
F 3.325 -1.954 2.447
C 1.434 -3.196 -0.670
C 2.111 -4.373 -0.235
F 1.467 -5.028 0.797
C 3.153 -5.038 -0.891
F 3.647 -6.229 -0.515
C 3.684 -4.376 -1.996
F 4.869 -4.756 -2.494
C 3.032 -3.318 -2.542
F 3.491 -2.574 -3.541
C 1.724 -2.922 -1.980
F 0.884 -2.456 -2.882
O -1.971 4.836 -2.877
C 2.293 0.946 0.281
Si 2.491 2.756 0.524
C 4.174 2.884 -0.338
C 2.376 2.763 2.481
N 1.351 3.986 -0.153
C 1.519 5.245 -0.631
C 2.595 6.120 -0.185
C 2.549 7.487 -0.350
C 1.586 8.134 -1.145
C 0.617 7.332 -1.706
C 0.509 5.958 -1.359
H 3.158 0.768 1.129
H 2.572 0.113 -0.615
H 0.032 -5.865 5.367
H 4.631 1.915 -0.510
H 4.840 3.548 0.197
H 3.983 3.372 -1.319
H 3.089 2.014 2.884
H 1.400 2.623 2.959
H 2.738 3.732 2.864
H 3.412 5.745 0.406
H 3.326 8.078 0.099
H 1.515 9.228 -1.258
H -0.162 7.663 -2.386
H -2.124 5.775 -2.606
*
```

Calculated values
strongest force on any atom	0.121	Eh/bohr
E	-6246.57638	a.u.
energy relative to the best compared isomer or geometry (same formula, charge and spin)	104.3	kJ/mol

C34H18IN9PbSe | ωB97M-V with the def2-TZVPD basis set

```
! RIJCOSX wB97M-V def2-TZVPD def2/J DEFGRID3
* xyz 0 1
Pb -0.872 -0.943 -1.100
C 0.449 -1.926 5.651
C -0.780 -1.300 5.815
C -1.529 -0.881 4.722
C -0.990 -1.102 3.469
C -1.467 -0.784 2.127
N -2.622 -0.177 1.948
C -2.926 0.485 0.858
C -4.156 1.246 0.630
C -5.394 1.240 1.242
C -6.385 2.049 0.701
C -6.135 2.857 -0.403
C -4.881 2.898 -0.993
C -3.892 2.086 -0.471
C -2.510 1.820 -0.858
N -1.821 2.504 -1.758
C -0.595 2.208 -2.111
N 0.079 1.051 -1.913
C 1.371 1.211 -2.316
N 2.393 0.429 -2.178
C 2.427 -0.693 -1.443
N 1.444 -1.284 -0.821
C 1.944 -2.363 0.019
N 1.589 -2.248 1.395
C 0.503 -1.781 1.856
N -0.594 -1.222 1.209
C 0.249 -1.732 3.304
C 0.982 -2.160 4.389
C 3.445 -2.328 -0.205
C 4.481 -3.085 0.300
C 5.754 -2.869 -0.214
C 5.992 -1.928 -1.211
C 4.961 -1.139 -1.692
C 3.699 -1.346 -1.166
C 1.523 2.540 -2.911
C 2.609 3.188 -3.464
C 2.412 4.488 -3.917
C 1.169 5.103 -3.816
C 0.078 4.455 -3.248
C 0.275 3.167 -2.795
N -2.003 0.855 -0.085
H 0.999 -2.248 6.523
H -1.155 -1.132 6.813
H -2.489 -0.400 4.836
H -5.580 0.606 2.095
H -7.376 2.032 1.129
H -6.936 3.460 -0.805
H -4.683 3.524 -1.848
H 1.927 -2.662 4.256
H 4.317 -3.827 1.065
H 6.571 -3.471 0.156
H 6.988 -1.817 -1.616
H 5.102 -0.395 -2.461
H 3.571 2.700 -3.520
H 3.241 5.032 -4.347
H 1.048 6.111 -4.185
H -0.890 4.927 -3.169
I 1.705 -5.317 0.780
C 1.348 -3.672 -0.528
H 1.770 -3.912 -1.501
H 0.267 -3.570 -0.602
Se -4.026 -1.464 -0.850
C -3.253 -3.040 -0.489
N -2.745 -4.055 -0.278
*
```

Calculated values
strongest force on any atom	0.033	Eh/bohr
E	-4691.32001	a.u.
energy relative to the best compared isomer or geometry (same formula, charge and spin)	66.2	kJ/mol

C34H20ClN5NaO2S | ωB97M-V with the def2-TZVPD basis set

```
! RIJCOSX wB97M-V def2-TZVPD def2/J DEFGRID3
* xyz -1 1
Na 0.089 -0.439 -0.441
C -2.931 -4.165 0.329
C -4.130 -3.459 0.418
C -4.096 -2.078 0.473
C -2.862 -1.404 0.424
C -1.614 -2.067 0.353
C -1.720 -3.477 0.317
C -2.836 0.091 0.422
C -4.015 0.870 0.187
C -3.945 2.223 0.139
C -2.703 2.875 0.334
C -2.537 4.279 0.277
C -1.307 4.840 0.476
C -0.192 4.013 0.746
C -0.329 2.655 0.802
C -1.591 2.046 0.585
N -1.675 0.685 0.628
H -2.957 -5.251 0.266
H -5.079 -3.984 0.444
H -5.038 -1.544 0.568
H -0.808 -4.075 0.273
H -4.959 0.372 0.022
H -4.831 2.819 -0.053
H -3.402 4.901 0.070
H -1.180 5.914 0.422
H 0.780 4.465 0.900
H 0.517 2.007 1.003
S 5.710 -0.741 5.581
N 4.101 -0.719 5.735
C 3.603 -0.712 4.514
C 2.188 -0.703 4.164
C 1.161 -0.725 5.107
C -0.143 -0.739 4.667
C -0.387 -0.724 3.290
N 0.579 -0.686 2.395
C 1.842 -0.682 2.811
C 2.884 -0.683 1.754
N 2.466 -0.675 0.483
C 3.367 -0.711 -0.486
C 4.742 -0.745 -0.248
C 5.181 -0.740 1.055
C 4.239 -0.711 2.084
C 4.606 -0.716 3.495
N 5.835 -0.727 3.969
H 1.413 -0.737 6.161
H -0.970 -0.764 5.364
H -1.394 -0.757 2.882
H 2.964 -0.719 -1.496
H 5.436 -0.775 -1.077
H 6.234 -0.763 1.306
Cl -0.291 0.523 -8.869
C -0.163 0.390 -7.127
C 0.301 -0.790 -6.570
C 0.403 -0.884 -5.188
C 0.046 0.183 -4.374
C -0.423 1.353 -4.957
C -0.530 1.467 -6.337
C 0.172 0.078 -2.861
O -0.179 1.080 -2.192
O 0.624 -0.999 -2.396
H 0.575 -1.618 -7.211
H 0.756 -1.789 -4.711
H -0.701 2.171 -4.304
H -0.895 2.375 -6.798
*
```

Calculated values
strongest force on any atom	0.025	Eh/bohr
E	-2752.76185	a.u.
energy relative to the best compared isomer or geometry (same formula, charge and spin)	60.7	kJ/mol